Formula: C47H44Br2Cl81FO2
Source: the Open Molecules 2025 dataset
Level of theory: wB97M-V/def2-TZVPD

Last column: Löwdin charge in e.
Atoms and positions in Å:
1 C 5.739367 0.915800 0.099344  -0.146
2 C 4.481795 -0.185546 0.133667  -0.266
3 C 4.010111 -0.370531 1.693547  -0.606
4 Br 5.527562 -1.221703 2.715066  0.615
5 C 2.561403 -1.110712 1.896044  -0.082
6 C 2.488197 -2.706378 2.325255  -0.167
7 C 1.046565 -3.499874 2.576849  -0.169
8 C -0.441793 -2.758669 2.399188  -0.087
9 C -1.828474 -3.581623 2.692149  -0.119
10 C -2.408390 -4.445641 1.425528  -0.232
11 C -4.077535 -4.478329 1.526942  -0.072
12 F -1.994504 -5.881929 1.646104  -0.146
13 C -0.369386 -1.158757 1.920103  -0.224
14 C 1.081630 -0.360291 1.684829  -0.077
15 C 0.982099 1.253496 1.256116  -0.239
16 O 1.994375 1.914608 0.642202  -0.142
17 C -0.381493 2.173700 1.528307  -0.273
18 C -0.279959 3.834776 1.605363  -0.065
19 C -1.645817 4.724838 1.828159  -0.045
20 C -3.084298 3.907264 1.969608  -0.515
21 Br -4.770555 4.981544 2.199664  0.570
22 C -3.179177 2.265019 1.930618  0.007
23 C -1.794131 1.361024 1.706200  -0.046
24 C -1.773344 -0.288768 1.656542  -0.198
25 O -2.955772 -0.879452 1.348371  -0.052
26 H 5.876489 1.387339 -0.976555  0.083
27 H 6.769868 0.409728 0.389132  0.063
28 H 5.579255 1.798328 0.877625  0.014
29 H 3.663703 0.262302 -0.580371  0.107
30 H 4.880410 -1.196047 -0.358698  0.069
31 H 3.893946 0.721794 2.157355  0.103
32 H 3.479424 -3.317549 2.483187  0.039
33 H 1.137597 -4.640544 2.911583  0.102
34 H -1.607602 -4.359523 3.569512  0.140
35 H -2.719046 -2.891995 3.085821  0.122
36 H -2.065150 -4.077049 0.369523  0.109
37 H -4.591617 -3.824069 0.690198  0.088
38 H -4.474335 -4.086894 2.561661  0.076
39 H -4.492770 -5.591888 1.415583  0.095
40 H 0.742489 4.416923 1.509148  0.123
41 H -1.651999 5.912122 1.870794  0.105
42 H -4.179347 1.635753 2.019927  0.090
43 C 6.411396 -4.202565 -0.717472  -1.501
44 Cl 6.610116 -5.963340 -0.716520  0.499
45 Cl 5.006394 -3.734550 0.255351  0.543
46 Cl 7.877281 -3.410838 -0.114270  0.513
47 H 6.242038 -3.875671 -1.746601  0.024
48 C 0.184197 -3.762961 -2.200431  -1.545
49 Cl -1.461463 -3.109855 -2.271676  0.510
50 Cl 1.079302 -3.047926 -0.848777  0.563
51 Cl 0.147009 -5.528636 -2.057210  0.528
52 H 0.698180 -3.503544 -3.129502  -0.081
53 C 0.397921 2.814936 -2.424252  -1.458
54 Cl 2.165386 2.936957 -2.455877  0.538
55 Cl -0.180020 2.582216 -0.765554  0.758
56 Cl -0.338129 4.257645 -3.142809  0.506
57 H 0.102068 1.945710 -3.017183  -0.035
58 C -8.162390 5.360800 3.987034  -1.533
59 Cl -8.234943 6.336834 2.509904  0.443
60 Cl -8.531152 6.353676 5.407479  0.526
61 Cl -9.277766 3.988141 3.880976  0.497
62 H -7.146522 4.971696 4.093144  -0.078
63 C 0.206978 0.880777 5.324056  -1.429
64 Cl -0.081944 -0.146999 3.909835  0.770
65 Cl 0.734739 2.495942 4.821896  0.553
66 Cl -1.251387 0.986034 6.324853  0.513
67 H 1.002783 0.428689 5.921517  0.022
68 C 10.690865 -1.618472 -2.595807  -1.518
69 Cl 11.717092 -2.511731 -1.460568  0.484
70 Cl 9.753757 -2.737559 -3.600260  0.515
71 Cl 9.613854 -0.514078 -1.724105  0.488
72 H 11.335601 -1.025955 -3.249939  0.022
73 C 0.678352 -1.275040 -5.426288  -1.535
74 Cl 2.354291 -0.716270 -5.289091  0.545
75 Cl 0.613137 -3.045475 -5.453862  0.579
76 Cl -0.300995 -0.637135 -4.094575  0.548
77 H 0.266383 -0.900542 -6.366863  -0.116
78 C -5.493022 3.078555 6.028398  -1.486
79 Cl -5.781944 2.050779 4.614177  0.485
80 Cl -4.965261 4.693720 5.526238  0.525
81 Cl -6.951387 3.183812 7.029195  0.522
82 H -4.697217 2.626467 6.625859  -0.044
83 C 1.130398 2.188895 -7.410486  -1.486
84 Cl 1.057845 3.164929 -8.887615  0.539
85 Cl 0.761636 3.181772 -5.990041  0.507
86 Cl 0.015022 0.816237 -7.516543  0.573
87 H 2.146266 1.799791 -7.304375  0.013
88 C 5.204184 -9.931399 -1.148623  -1.549
89 Cl 5.402905 -11.692174 -1.147671  0.525
90 Cl 3.799183 -9.463384 -0.175800  0.510
91 Cl 6.670070 -9.139673 -0.545421  0.497
92 H 5.034827 -9.604505 -2.177753  -0.047
93 C -5.220880 1.780920 10.404571  -1.515
94 Cl -5.947867 3.259453 11.056684  0.524
95 Cl -6.474805 0.688215 9.793737  0.501
96 Cl -4.058715 2.171138 9.125272  0.540
97 H -4.686564 1.274574 11.212512  0.019
98 C -3.857615 2.909811 -7.988320  -1.515
99 Cl -2.269355 3.019279 -7.210330  0.499
100 Cl -3.894334 3.884652 -9.467438  0.520
101 Cl -4.260148 1.221696 -8.345723  0.489
102 H -4.607380 3.303811 -7.297476  0.022
103 C 14.574986 -5.821045 -1.184126  -1.536
104 Cl 15.025964 -6.599035 0.342691  0.516
105 Cl 12.823951 -5.916494 -1.437545  0.504
106 Cl 15.115647 -4.133825 -1.205976  0.503
107 H 15.070621 -6.352118 -2.000800  0.018
108 C 2.030398 -4.331167 6.271185  -1.474
109 Cl 1.957845 -3.355132 4.794055  0.680
110 Cl 1.661636 -3.338290 7.691630  0.517
111 Cl 0.915022 -5.703825 6.165127  0.528
112 H 3.046266 -4.720271 6.377295  0.023
113 C -6.393022 8.047866 -0.962232  -1.513
114 Cl -6.681944 7.020090 -2.376453  0.516
115 Cl -5.865261 9.663031 -1.464391  0.535
116 Cl -7.851387 8.153123 0.038566  0.502
117 H -5.597217 7.595778 -0.364771  0.013
118 C -8.346264 3.003796 0.076335  -1.536
119 Cl -7.166122 3.429650 -1.174957  0.521
120 Cl -7.525645 2.397275 1.524841  0.469
121 Cl -9.361253 4.400304 0.475165  0.499
122 H -8.989548 2.210401 -0.312716  -0.085
123 C 12.099231 1.491745 0.733484  -1.551
124 Cl 11.534432 2.145816 -0.813453  0.503
125 Cl 10.725179 1.033847 1.754153  0.512
126 Cl 13.167536 0.103157 0.468808  0.502
127 H 12.667356 2.269918 1.249553  -0.070
128 C -8.438565 0.698501 -8.868662  -1.518
129 Cl -9.290293 1.237947 -7.411481  0.503
130 Cl -7.204668 1.879115 -9.340998  0.500
131 Cl -7.707897 -0.894545 -8.608216  0.504
132 H -9.164842 0.615590 -9.681249  0.019
133 C 6.399231 2.665170 4.461490  -1.548
134 Cl 5.834432 3.319241 2.914554  0.549
135 Cl 5.025179 2.207272 5.482159  0.520
136 Cl 7.467536 1.276582 4.196814  0.482
137 H 6.967356 3.443344 4.977559  -0.091
138 C 9.999231 4.344732 5.595797  -1.502
139 Cl 9.434432 4.998803 4.048860  0.535
140 Cl 8.625179 3.886834 6.616466  0.569
141 Cl 11.067536 2.956145 5.331121  0.519
142 H 10.567356 5.122906 6.111866  0.019
143 C -12.977449 -1.022147 -6.602271  -1.519
144 Cl -12.336653 -2.593501 -6.092324  0.535
145 Cl -12.422750 0.259481 -5.511770  0.509
146 Cl -12.500701 -0.668072 -8.271656  0.514
147 H -14.068713 -1.064229 -6.557306  0.020
148 C -10.969419 -0.766758 -0.402527  -1.510
149 Cl -9.713332 0.176369 0.417581  0.577
150 Cl -10.620911 -2.500153 -0.287041  0.524
151 Cl -12.563922 -0.405944 0.280756  0.526
152 H -10.975979 -0.486421 -1.458944  0.019
153 C -7.400237 -1.443744 6.002111  -1.515
154 Cl -5.632772 -1.321723 5.970486  0.507
155 Cl -7.978178 -1.676464 7.660809  0.508
156 Cl -8.136287 -0.001035 5.283554  0.496
157 H -7.696090 -2.312969 5.409180  0.019
158 C 15.653975 2.731075 -0.500931  -1.519
159 Cl 14.802247 3.270521 0.956251  0.565
160 Cl 16.887872 3.911689 -0.973266  0.529
161 Cl 16.384643 1.138029 -0.240485  0.508
162 H 14.927699 2.648164 -1.313517  0.016
163 C 1.551439 -8.725550 -4.459371  -1.529
164 Cl 3.139698 -8.616083 -3.681381  0.539
165 Cl 1.514720 -7.750709 -5.938489  0.517
166 Cl 1.148906 -10.413665 -4.816774  0.527
167 H 0.801674 -8.331550 -3.768527  0.004
168 C -9.548561 -4.830939 -7.047994  -1.548
169 Cl -7.960302 -4.721472 -6.270004  0.520
170 Cl -9.585280 -3.856099 -8.527112  0.490
171 Cl -9.951094 -6.519055 -7.405396  0.519
172 H -10.298326 -4.436939 -6.357150  -0.036
173 C -2.084909 10.270902 -2.546969  -1.548
174 Cl -1.444113 8.699547 -2.037022  0.505
175 Cl -1.530209 11.552530 -1.456469  0.513
176 Cl -1.608161 10.624976 -4.216354  0.517
177 H -3.176172 10.228820 -2.502004  -0.030

Force components x, y, z for each atom (eV/Å):
0.4 0.0 0.2
1.3 0.6 -0.7
-1.7 1.5 -0.8
-1.3 0.3 -0.6
-3.4 -2.7 0.4
-3.4 2.1 -1.2
-0.3 3.3 -2.1
3.5 1.8 -1.2
0.3 -0.1 0.4
-1.5 -0.5 1.0
-0.3 -0.4 -0.2
-0.4 2.9 -0.7
1.6 -2.1 -1.4
0.4 -2.1 -0.6
3.8 2.8 -1.8
-5.3 -4.6 4.5
-2.4 -0.1 2.0
-4.1 -0.9 1.1
0.1 -4.5 -0.2
3.4 -2.6 -0.5
2.0 -1.2 -0.7
3.3 1.1 -0.6
1.1 4.0 0.3
-4.7 -1.7 -1.8
7.3 3.2 2.1
-0.4 -1.1 2.2
-2.2 0.9 -0.6
0.1 -2.0 -1.8
1.2 -1.0 1.9
-1.1 2.2 1.4
0.3 -2.4 -1.0
-2.2 1.5 -0.3
-0.6 2.8 -1.2
-0.4 1.6 -2.0
2.3 -1.2 -1.1
-0.4 -1.0 2.2
1.3 -1.3 1.7
1.0 -0.7 -2.0
1.2 2.4 0.1
-2.3 -1.7 0.1
0.1 -3.0 -0.1
2.3 1.8 -0.2
0.1 0.0 -0.1
-0.1 0.3 -0.1
0.1 -0.3 -0.3
-0.2 -0.1 -0.1
0.1 -0.1 0.4
0.2 0.2 0.1
0.1 -0.3 0.1
-0.1 -0.1 -0.3
0.0 0.1 0.0
-0.3 -0.1 0.5
0.0 -0.4 -0.3
-0.2 -0.1 0.0
-0.6 0.7 -3.2
0.0 0.0 0.1
0.2 0.3 0.1
-0.1 -0.1 0.0
0.4 0.1 0.8
0.1 -0.1 -0.1
0.0 0.2 0.3
-0.3 0.1 0.0
-0.1 0.1 0.6
0.4 1.2 3.4
0.0 -0.2 0.1
0.0 0.0 0.1
-0.2 0.2 -0.2
0.1 0.1 0.1
-0.2 0.1 -0.3
0.1 0.1 0.0
0.1 -0.2 -0.2
-0.2 -0.2 0.2
0.0 -0.2 0.1
-0.2 0.0 -0.1
0.0 0.1 -0.3
0.2 0.1 -0.3
0.3 -0.5 0.7
0.0 0.0 0.1
0.3 0.3 0.1
0.0 -0.2 0.4
0.2 0.0 -0.2
-0.3 0.2 -0.3
0.3 0.2 0.0
0.0 -0.2 0.2
0.1 -0.3 -0.2
0.1 0.5 -0.7
-0.4 0.1 0.0
-0.1 0.0 0.0
0.0 0.2 -0.1
0.2 0.0 -0.1
-0.1 -0.2 -0.1
0.1 -0.2 0.4
-0.2 -0.1 0.1
0.1 -0.2 -0.1
0.3 0.1 0.1
0.1 -0.1 0.2
-0.2 0.2 -0.3
0.0 0.0 0.1
-0.6 0.3 0.0
-0.1 -0.1 0.2
0.4 0.1 0.2
0.2 -0.1 -0.3
0.0 -0.1 0.0
0.0 0.1 -0.2
0.3 0.0 0.0
0.0 -0.2 0.0
-0.2 0.2 0.3
0.2 0.1 0.4
0.4 -0.3 2.3
0.1 -0.1 0.0
0.1 0.1 -0.1
-0.4 0.1 0.0
0.0 -0.2 0.0
0.1 0.1 0.2
0.0 -0.1 0.1
0.2 0.2 -0.3
-0.3 0.1 -0.2
-0.1 0.2 -0.2
-0.1 -0.1 0.1
0.0 -0.1 -0.3
-0.1 -0.6 -0.6
0.4 0.5 0.1
-0.2 -0.1 0.2
0.2 0.1 0.2
0.1 0.1 -0.1
-0.2 0.3 0.1
-0.4 -0.4 -0.3
0.0 0.0 0.0
0.1 -0.1 -0.2
-0.5 0.0 -0.1
-0.1 0.2 -0.1
0.2 0.0 0.3
0.0 0.0 -0.1
0.0 0.1 0.3
0.1 0.1 -0.1
0.0 0.4 0.1
-0.3 -0.3 -0.3
0.2 0.0 -0.1
0.0 -0.1 0.2
0.3 0.2 0.2
-0.1 0.2 0.1
-0.2 -0.3 -0.2
0.0 0.1 -0.1
-0.2 0.1 0.0
-0.1 -0.2 -0.1
-0.1 -0.1 0.2
0.4 0.0 0.0
-0.1 -0.1 -0.1
-0.3 -0.5 0.0
0.0 0.2 -0.1
0.2 0.0 -0.1
0.0 -0.1 0.4
-0.1 0.0 -0.1
-0.2 -0.1 0.0
0.0 -0.1 -0.2
-0.2 -0.4 0.1
0.1 0.3 0.2
0.1 -0.2 -0.2
0.4 0.2 -0.1
-0.2 -0.1 0.1
0.0 0.3 -0.1
0.2 0.0 0.3
-0.1 0.0 0.0
-0.2 0.1 -0.1
0.0 -0.1 0.2
0.0 0.2 0.1
0.3 -0.1 -0.2
0.0 0.0 0.0
-0.2 0.0 -0.1
-0.1 -0.2 0.2
0.0 0.2 0.1
0.3 -0.1 -0.3
-0.1 0.0 0.0
-0.1 0.1 0.0
-0.1 -0.1 -0.1
-0.1 0.0 0.2
0.4 0.0 0.0

## Properties
Highest occupied orbital energy, Ha: -0.30884
HOMO-LUMO gap, eV: 6.356
LUMO energy, eV: -2.0
Electronic energy, eV: -1210640.81448